Molecular formula: C5H10Br2NO
Method: DFT, ωB97M-V/def2-TZVPD

Values from the calculation:
- largest force on an atom (eV Å⁻¹) = 3.6
- HOMO level (eV) = -14.08
- energy above the lowest of the compared OMol25 structures with the same formula, charge and spin (eV) = 1.265
- calculated total energy (eV) = -148960.814
- Kohn-Sham gap (eV) = 9.91

The geometry in ORCA input format:
```
! wB97M-V def2-TZVPD RIJCOSX def2/J DEFGRID3
* xyz 1 1
C 0.41 1.26 -0.75
C 0.83 0.27 -1.48
C -0.29 1.31 0.68
C -1.60 0.52 0.77
C -1.38 -0.91 1.25
N 1.58 -0.10 -2.44
O -2.40 -1.77 1.33
Br 3.52 -0.31 0.55
Br -0.05 -1.75 -0.16
H 0.52 2.11 -1.40
H -0.34 2.43 0.79
H 0.38 1.01 1.48
H -2.32 0.93 1.52
H -2.12 0.61 -0.21
H -0.93 -0.94 2.23
H 3.23 -1.70 0.74
H 1.27 -0.78 -3.10
H 2.52 -0.21 -2.31
H -2.84 -1.98 0.51
*
```